Record 1
# C44H51BrOPSeSn

A structure of composition C44H51BrOPSeSn in a non-equilibrium geometry (the ωB97M-V functional and the def2-TZVPD basis, OMol25).

For the total energy, the calculation gives -199007.8075 eV. Its energy above the lowest of the compared OMol25 structures with the same formula, charge and spin is 30.6 kcal/mol. The total charge is +1. The HOMO energy is -10.511 eV. The HOMO-LUMO gap comes out at 6.67 eV.

The geometry in XYZ format:
```
100
Properties=species:S:1:pos:R:3:forces:R:3
Sn -0.358525 -0.283674 0.035902 -0.52 0.25 -0.79
C 0.390588 0.464641 5.818024 -0.02 -0.06 0.05
C 0.279029 -0.987321 6.198255 0.00 -0.02 -0.06
C 0.179230 -1.349055 7.537807 0.01 0.01 0.00
C 0.073714 -2.676813 7.917509 0.02 0.01 0.01
C 0.065612 -3.671885 6.952775 0.00 -0.06 0.05
C 0.170636 -3.331977 5.614929 0.01 0.07 0.05
C 0.284004 -1.997329 5.226929 -0.09 0.02 -0.09
P 0.422836 -1.530178 3.453672 0.03 -0.02 -0.04
C -0.208927 -3.037043 2.605440 -0.17 0.28 -0.28
C 0.545293 -3.760029 1.675840 -0.02 0.00 0.18
C -0.009582 -4.819537 0.974806 -0.03 -0.06 -0.05
C -1.343433 -5.145861 1.157613 0.03 -0.02 -0.03
C -2.117576 -4.399566 2.030608 0.02 0.02 0.05
C -1.578738 -3.343831 2.760408 0.16 0.00 0.02
C -2.462323 -2.591932 3.718992 -0.03 0.04 -0.08
C 2.247671 -1.636635 3.238213 -0.02 0.03 -0.04
C 2.873658 -2.853885 3.517489 0.13 0.16 0.00
C 4.231185 -3.027236 3.322505 -0.03 -0.08 0.04
C 4.997280 -1.965518 2.866493 0.07 0.03 0.00
C 4.402229 -0.738933 2.641406 0.00 0.09 -0.05
C 3.030999 -0.546742 2.818410 0.00 -0.27 -0.12
C 2.499694 0.836309 2.581427 -0.27 -0.15 -0.18
H 0.186760 1.107155 6.672476 0.03 0.00 0.02
H -0.320681 0.714690 5.027908 0.06 0.05 -0.02
H 1.399558 0.688995 5.461763 -0.02 0.06 -0.02
H 0.181837 -0.574140 8.294414 -0.01 0.01 0.00
H -0.003559 -2.933140 8.965679 -0.01 0.00 0.00
H -0.027267 -4.710670 7.240861 0.01 -0.01 0.00
H 0.143357 -4.117679 4.870239 0.01 0.01 -0.04
H 1.589315 -3.525439 1.520032 0.00 0.04 -0.01
H 0.604786 -5.399825 0.299059 0.01 0.04 -0.04
H -1.780252 -5.978527 0.622632 -0.01 0.01 -0.02
H -3.164371 -4.646173 2.162462 -0.01 0.01 0.01
H -3.505400 -2.654796 3.411868 -0.01 -0.02 -0.02
H -2.188845 -1.535424 3.779466 -0.03 0.00 0.03
H -2.381971 -3.003639 4.725912 0.00 0.04 0.03
H 2.281023 -3.678236 3.890461 0.00 -0.03 -0.01
H 4.688644 -3.985284 3.530407 0.02 0.00 0.00
H 6.059455 -2.091207 2.705040 0.01 0.03 0.02
H 5.007609 0.102909 2.325028 0.04 -0.01 -0.02
H 3.292780 1.568853 2.708232 -0.06 0.09 -0.02
H 1.661023 1.073673 3.230224 -0.02 0.08 -0.09
C -6.267064 0.339481 -5.146798 0.07 -0.05 0.05
C -5.227491 -0.691753 -4.687050 -0.14 0.00 -0.12
C -5.945548 -1.816263 -3.931501 0.07 0.10 0.00
C -4.552608 -1.317796 -5.918504 -0.02 0.04 0.09
C -4.173308 -0.026661 -3.806595 0.06 0.07 0.03
C -4.215029 -0.098427 -2.420996 -0.03 0.02 0.13
C -3.129041 0.360811 -1.709043 0.21 -0.01 0.11
Br -3.178031 0.193201 0.219108 -0.25 -0.02 -0.03
C -1.949437 0.871560 -2.265104 -0.61 -0.32 -0.22
O -0.857592 1.033549 -1.510465 0.81 -0.38 1.01
C -1.999426 1.142291 -3.648049 0.21 0.06 0.14
C -3.099126 0.667482 -4.358208 -0.13 -0.06 -0.01
C -0.926262 1.911273 -4.436223 0.08 -0.05 -0.06
C -1.589323 3.162552 -5.036015 0.04 -0.07 0.03
C 0.273522 2.382909 -3.607643 -0.03 -0.01 0.01
C -0.387469 1.020147 -5.567786 -0.05 0.03 0.09
H -7.017768 -0.146126 -5.772922 -0.01 0.04 -0.02
H -5.799081 1.137250 -5.725413 -0.01 0.02 0.00
H -6.771485 0.786422 -4.288704 -0.02 0.03 -0.01
H -6.622362 -2.336751 -4.609443 -0.01 0.01 0.01
H -6.544786 -1.431252 -3.105523 -0.01 -0.04 0.02
H -5.228675 -2.542169 -3.542587 -0.04 -0.02 0.03
H -5.271934 -1.931947 -6.461441 -0.01 0.02 -0.02
H -3.717615 -1.952637 -5.616923 0.00 -0.03 -0.04
H -4.180279 -0.561810 -6.609369 0.02 -0.01 -0.02
H -5.058375 -0.510088 -1.886185 0.02 -0.11 -0.07
H -3.108784 0.829233 -5.427480 0.06 -0.02 -0.01
H -1.945139 3.823048 -4.243757 -0.01 0.02 -0.01
H -2.437205 2.908732 -5.671992 0.01 0.02 -0.02
H -0.861747 3.708979 -5.638503 -0.01 0.02 -0.02
H -0.030731 3.024066 -2.781527 0.02 0.01 0.02
H 0.940903 2.954136 -4.256256 -0.03 0.01 -0.02
H 0.835078 1.544285 -3.199337 0.04 0.00 0.00
H -1.161656 0.771363 -6.293034 0.02 -0.03 -0.02
H 0.010311 0.089245 -5.159069 0.03 -0.02 -0.04
H 0.416542 1.535029 -6.096371 -0.01 0.01 -0.02
C 5.156340 5.730721 -1.936639 0.02 -0.03 0.09
C 4.454151 4.616361 -1.215316 -0.03 -0.03 0.01
C 4.565338 3.300229 -1.647247 0.03 0.06 0.01
C 3.870286 2.264854 -1.038036 -0.07 -0.11 0.07
C 4.013472 0.860417 -1.559874 -0.02 0.07 0.01
C 3.047612 2.586872 0.047927 -0.31 -0.01 -0.16
Se 1.866750 1.194087 0.703923 0.82 0.19 0.56
C 2.946717 3.889939 0.545821 -0.10 -0.05 0.07
C 2.127717 4.244885 1.755713 0.03 -0.04 -0.08
C 3.667636 4.884382 -0.101657 0.03 -0.03 -0.01
H 5.612222 5.375845 -2.858567 0.02 0.03 0.00
H 5.936485 6.161809 -1.307218 0.02 0.01 -0.03
H 4.453299 6.527617 -2.179580 0.02 0.01 -0.02
H 5.202382 3.076353 -2.494608 -0.02 -0.03 -0.02
H 4.842696 0.796958 -2.261442 -0.01 0.02 -0.01
H 3.105592 0.543878 -2.078001 0.02 -0.05 -0.01
H 4.194756 0.162198 -0.742420 -0.01 -0.06 -0.05
H 1.325134 3.527286 1.917841 -0.04 0.06 0.05
H 1.690238 5.235795 1.648365 0.01 0.01 0.02
H 2.764955 4.255919 2.642855 -0.05 0.00 0.04
H 3.595886 5.902170 0.265249 -0.02 0.01 0.00
```
Forces are in eV/Å.

Results of the Mulliken charge analysis, in e, for atoms 1 through 8: Sn 0.66; C -1.36; C 0.48; C -0.84; C -0.76; C -0.86; C -0.60; C 1.08

Record 2
# C22H23NO3

An isolated molecule of C22H23NO3 in a non-equilibrium geometry (the ωB97M-V functional and the def2-TZVPD basis, OMol25).

For the total energy, the calculation gives -30815.7393 eV. Its energy above the lowest of the compared OMol25 structures with the same formula, charge and spin is 117.0 kcal/mol. The HOMO energy is -7.816 eV. The HOMO-LUMO gap comes out at 7.12 eV. Its structure (SMILES) is CCN(CC)Cc1c(O)ccc2c1O/C(=C\C=C\c1ccccc1)C2=O.

The geometry in XYZ format:
```
49
Properties=species:S:1:pos:R:3:forces:R:3
C 0.288195 -0.858600 3.012003 0.99 2.41 0.53
C -0.301337 -2.237946 3.066324 -1.50 2.31 -3.17
N -1.013956 -2.387878 1.703476 0.21 -2.21 0.13
C -2.424165 -2.758682 1.765970 -1.50 -0.80 1.13
C -2.564947 -4.146199 2.522291 -1.43 2.15 2.71
C -0.639895 -1.794529 0.416029 0.87 0.68 -0.19
C 0.869221 -2.047518 -0.039352 -0.57 -0.70 0.88
C 1.498583 -3.343347 0.252426 -0.62 1.56 0.57
O 0.818400 -4.358387 0.892896 0.18 1.32 -0.48
C 2.862766 -3.532047 -0.027643 -0.83 0.66 -1.10
C 3.535694 -2.574160 -0.795462 1.57 -1.28 -0.60
C 3.002004 -1.325984 -1.084149 -2.01 -4.82 2.51
C 1.684997 -1.104827 -0.683663 -0.13 -0.57 0.62
O 1.334494 0.175724 -1.018517 -1.59 0.53 0.87
C 2.432069 0.791762 -1.514431 1.13 1.19 -2.39
C 2.544222 1.954811 -2.196693 -3.86 0.80 1.60
C 1.589047 3.072283 -2.421084 -2.11 -1.17 0.04
C 0.287204 3.006098 -1.994188 1.94 -3.34 0.72
C -0.801116 3.892924 -1.989400 -1.18 2.04 0.46
C -1.818433 3.631304 -1.024481 1.34 -1.04 -1.10
C -2.790528 4.553373 -0.822330 -1.11 2.15 1.27
C -2.804084 5.833022 -1.437864 2.47 -1.98 -2.16
C -1.797158 6.059764 -2.479610 -1.22 0.18 0.14
C -0.783531 5.101800 -2.724848 -3.44 -0.44 2.93
C 3.506375 -0.226174 -1.702893 0.31 2.22 -0.88
O 4.518184 -0.137386 -2.337362 1.58 0.65 -0.73
H -0.500452 -0.071902 2.956819 0.20 -0.71 -0.18
H 1.030316 -0.557227 2.213377 -0.74 -0.97 0.74
H 0.758515 -0.619061 3.975111 0.23 -0.15 -0.14
H 0.445002 -2.993896 3.239720 -0.10 -0.53 0.25
H -1.124959 -2.118435 3.774136 0.38 -0.88 0.27
H -2.971201 -2.853505 0.759378 1.32 0.23 1.26
H -2.991820 -1.971923 2.331825 0.18 -0.51 -0.36
H -2.198439 -4.139921 3.585703 0.39 0.58 -0.99
H -3.545748 -4.584088 2.794489 -0.11 0.65 -1.16
H -2.012781 -4.850180 2.039196 1.52 -2.15 -1.55
H -0.933346 -0.673225 0.431383 0.72 -1.57 -0.64
H -1.260637 -2.382916 -0.306641 0.39 0.98 0.33
H -0.007814 -3.955532 1.280009 0.36 -0.03 -0.37
H 3.288128 -4.486100 0.215627 0.25 -0.23 -0.02
H 4.510136 -2.869253 -1.290450 -0.97 0.59 1.04
H 3.448930 2.207216 -2.567729 3.13 -0.03 -1.05
H 1.830110 3.862085 -3.135735 0.54 -0.03 0.56
H -0.043501 2.059241 -1.462336 1.02 1.01 -0.49
H -1.789016 2.671545 -0.445492 -0.04 1.06 -0.64
H -3.494403 4.391030 0.005298 0.06 -0.04 -0.53
H -3.590008 6.508918 -1.194444 -0.24 0.58 -0.09
H -1.886988 6.949837 -3.182920 0.28 -1.02 1.35
H 0.007670 5.238091 -3.353770 1.72 0.68 -1.88
```
Forces are in eV/Å.

Results of the Mulliken charge analysis, in e, for atoms 1 through 8: C -1.22; C -0.29; N 0.22; C -0.53; C -1.15; C -0.40; C 0.23; C 0.04

Record 3
# H22O11

A cluster of 11 separate species, H22O11 in total in a non-equilibrium geometry (the ωB97M-V functional and the def2-TZVPD basis, OMol25).

For the total energy, the calculation gives -22879.4625 eV. Its energy above the lowest of the compared OMol25 structures with the same formula, charge and spin is 47.3 kcal/mol. The HOMO energy is -9.624 eV. The HOMO-LUMO gap comes out at 9.11 eV. Its structure (SMILES) is O.O.O.O.O.O.O.O.O.O.O.

The geometry in XYZ format:
```
33
Properties=species:S:1:pos:R:3:forces:R:3
O -0.537515 -1.624424 -1.769848 0.46 1.23 -0.97
H -1.399515 -1.985424 -1.764848 -1.62 -1.21 0.33
H -0.756515 -0.860424 -2.354848 0.75 -0.04 0.82
O 2.006485 1.594576 0.870152 -0.21 0.90 1.59
H 2.363485 2.353576 0.444152 0.75 1.33 0.04
H 1.904485 1.051576 0.127152 -0.45 -2.21 -1.68
O -0.142515 -0.310424 0.877152 -0.12 -0.64 1.05
H -0.281515 0.607576 0.711152 -0.06 1.43 -0.09
H -0.278515 -0.724424 0.041152 0.12 -0.72 -1.26
O 0.120485 -4.179424 -0.616848 0.45 0.86 -0.71
H -0.726515 -4.562424 -0.501848 -1.22 -1.09 0.41
H -0.124515 -3.277424 -0.872848 0.53 -0.07 -0.32
O 1.379485 -3.076424 1.435152 0.00 0.02 0.43
H 0.898485 -3.383424 0.651152 0.59 -0.06 0.29
H 2.063485 -2.452424 1.180152 -0.15 -0.03 -0.12
O -0.099515 3.465576 -1.113848 0.93 1.14 -2.29
H 0.117485 3.275576 -0.220848 0.49 -0.26 1.68
H 0.661485 3.965576 -1.525848 -1.27 -0.80 0.95
O -2.892515 -0.116424 1.550152 -1.09 0.81 -1.42
H -2.036515 -0.435424 1.233152 0.47 -0.17 0.19
H -3.290515 0.291576 0.728152 0.54 -0.72 1.41
O -1.390515 2.256576 1.364152 1.21 -0.39 0.10
H -2.021515 2.899576 1.099152 -0.92 0.81 -0.29
H -1.872515 1.586576 1.864152 -0.26 -0.19 0.06
O 1.951485 0.046576 -1.647848 0.55 0.10 0.36
H 2.135485 0.844576 -2.129848 0.54 0.67 -0.25
H 1.227485 -0.289424 -2.157848 -0.77 -0.70 -0.05
O 1.317485 -0.531424 3.302152 -0.53 -0.49 3.82
H 0.407485 -0.406424 3.649152 1.01 -0.20 -0.60
H 1.292485 -0.299424 2.420152 -0.36 0.73 -2.95
O -0.845515 1.095576 -2.121848 0.29 0.13 -0.59
H -0.720515 1.299576 -3.057848 -0.27 0.06 0.04
H -0.430515 1.880576 -1.690848 -0.38 -0.22 0.00
```
Forces are in eV/Å.

Results of the Mulliken charge analysis, in e, for atoms 1 through 8: O -0.62; H 0.31; H 0.19; O -0.54; H 0.25; H 0.31; O -0.44; H 0.24